# 1
Entry from the OMol25 dataset: 9 unconnected molecules or ions with the total composition C48H79O18PS in a non-equilibrium geometry (ωB97M-V/def2-TZVPD).

Its total energy is -108018.646 eV. For the LUMO energy, the calculation gives -1.662 eV. The calculation puts the molar mass at 1007.18 g mol⁻¹. The calculation puts the HOMO-LUMO gap at 6.3686 eV.

Last column: Löwdin charge in e.
Atoms and positions in Å:
C: 5.83 2.60 -1.31  0.0178
C: 5.19 3.35 -0.16  -0.1016
C: 4.03 4.44 -0.52  -0.0891
C: 4.12 5.47 -1.63  0.0597
C: 2.81 6.48 -1.89  -0.2041
O: 2.96 7.78 -2.14  -0.0485
C: 1.33 5.71 -1.77  -0.2410
P: -0.10 6.05 -2.98  0.3613
S: 0.36 5.45 -4.81  0.1010
C: 1.24 4.69 -0.64  -0.0540
C: -0.14 3.78 -0.38  -0.1285
C: 0.11 2.39 -1.27  -0.1104
C: -0.47 2.34 -2.81  -0.0422
C: -0.18 0.99 -3.73  -0.0610
C: 0.67 -0.21 -3.02  -0.0641
C: 1.23 -0.19 -1.47  -0.0125
C: 0.95 1.15 -0.55  -0.1038
C: 1.54 1.24 1.01  -0.0858
C: 2.58 4.45 0.32  -0.1327
O: 2.52 4.33 1.66  -0.0426
H: 5.64 2.97 -2.42  0.0857
H: 6.48 1.62 -1.12  0.0783
H: 5.56 3.06 0.92  0.0945
H: 5.10 5.51 -2.31  0.1336
H: -1.38 5.56 -2.55  -0.0277
H: -0.22 7.51 -3.09  -0.0138
H: -0.21 3.52 0.76  0.1049
H: -1.11 4.35 -0.75  0.0968
H: -1.06 3.25 -3.30  0.0493
H: -0.58 1.00 -4.84  0.0982
H: 0.91 -1.17 -3.68  0.0929
H: 1.85 -1.08 -0.99  0.0970
H: 2.63 1.69 1.03  0.0741
H: 0.83 1.86 1.71  0.0781
H: 1.62 0.15 1.49  0.0624
C: 5.15 10.66 -5.59  -0.0691
C: 3.81 11.17 -6.09  -0.2334
O: 3.14 10.16 -6.86  -0.0104
C: 2.33 9.20 -6.34  -0.4975
C: 2.38 8.95 -4.86  -0.0165
O: 1.64 8.50 -7.08  0.0758
H: 5.04 9.81 -4.92  0.0688
H: 5.69 11.46 -5.06  0.0804
H: 5.77 10.33 -6.43  0.0841
H: 3.17 11.53 -5.27  0.1124
H: 3.97 12.02 -6.76  0.1214
H: 3.15 8.21 -4.65  0.0873
H: 1.41 8.55 -4.55  0.0584
H: 2.55 9.85 -4.27  0.0751
C: 1.46 -2.59 6.49  -0.0651
C: 1.51 -1.29 5.72  -0.2228
O: 1.84 -1.51 4.34  -0.0026
C: 0.93 -1.79 3.37  -0.4910
C: -0.45 -2.20 3.78  0.0011
O: 1.27 -1.78 2.19  0.0313
H: 0.68 -3.25 6.11  0.0671
H: 1.28 -2.41 7.55  0.0807
H: 2.41 -3.13 6.38  0.0816
H: 0.59 -0.70 5.82  0.1190
H: 2.32 -0.66 6.13  0.1090
H: -0.48 -3.28 3.91  0.1014
H: -1.14 -1.91 2.98  0.0988
H: -0.80 -1.70 4.68  0.0346
C: 6.85 3.66 5.42  -0.0680
C: 6.36 2.31 4.93  -0.2295
O: 5.13 1.95 5.58  -0.0076
C: 3.90 2.31 5.14  -0.4862
C: 3.79 3.40 4.11  0.0005
O: 2.89 1.80 5.62  0.0764
H: 6.15 4.46 5.17  0.0687
H: 7.82 3.90 4.98  0.0819
H: 6.95 3.65 6.51  0.0844
H: 6.27 2.27 3.84  0.1078
H: 7.09 1.54 5.21  0.1230
H: 3.72 4.36 4.62  0.1039
H: 2.88 3.24 3.53  0.0651
H: 4.61 3.41 3.40  0.0614
C: -5.64 -0.03 -5.96  -0.0677
C: -5.46 -1.20 -5.01  -0.2295
O: -4.08 -1.55 -4.88  -0.0041
C: -3.22 -1.00 -3.99  -0.5003
C: -3.63 0.28 -3.31  0.0055
O: -2.11 -1.48 -3.81  0.0562
H: -5.15 0.87 -5.58  0.0677
H: -6.70 0.19 -6.11  0.0821
H: -5.19 -0.26 -6.93  0.0864
H: -5.92 -1.02 -4.03  0.1123
H: -5.97 -2.08 -5.43  0.1252
H: -3.31 1.13 -3.92  0.0871
H: -3.12 0.33 -2.34  0.0954
H: -4.69 0.35 -3.10  0.0723
C: -2.96 0.54 9.36  -0.0664
C: -3.58 0.52 7.97  -0.2275
O: -2.77 -0.24 7.06  -0.0015
C: -2.88 -1.58 6.87  -0.4757
C: -3.64 -2.38 7.88  0.0113
O: -2.29 -2.12 5.94  0.0646
H: -2.91 -0.47 9.78  0.0678
H: -3.54 1.17 10.03  0.0838
H: -1.93 0.91 9.32  0.0869
H: -4.61 0.17 7.98  0.1139
H: -3.60 1.55 7.58  0.1253
H: -2.96 -2.70 8.68  0.0988
H: -4.04 -3.27 7.38  0.0966
H: -4.49 -1.86 8.31  0.0740
C: -1.66 -4.70 -1.42  -0.0561
C: -3.00 -4.20 -1.91  -0.2207
O: -3.68 -5.21 -2.68  0.0023
C: -4.48 -6.17 -2.16  -0.4868
C: -4.43 -6.42 -0.69  0.0122
O: -5.17 -6.87 -2.90  0.0672
H: -1.78 -5.56 -0.74  0.0656
H: -1.13 -3.91 -0.88  0.0833
H: -1.05 -5.04 -2.26  0.0878
H: -3.64 -3.83 -1.10  0.1151
H: -2.84 -3.35 -2.58  0.0966
H: -3.66 -7.16 -0.47  0.1001
H: -5.41 -6.81 -0.37  0.0885
H: -4.27 -5.52 -0.09  0.0738
C: -8.42 -8.09 -1.91  -0.0662
C: -7.36 -8.95 -2.58  -0.2339
O: -7.43 -10.31 -2.12  -0.0079
C: -8.23 -11.26 -2.66  -0.5061
C: -9.34 -10.84 -3.58  0.0007
O: -8.09 -12.44 -2.34  0.0747
H: -9.43 -8.43 -2.16  0.0642
H: -8.32 -7.05 -2.21  0.0803
H: -8.33 -8.15 -0.82  0.0816
H: -7.41 -8.89 -3.67  0.1182
H: -6.37 -8.58 -2.30  0.0917
H: -10.23 -10.64 -2.99  0.0942
H: -9.54 -11.66 -4.27  0.0930
H: -9.09 -9.97 -4.19  0.0713
C: 5.94 -3.49 1.37  -0.0669
C: 4.82 -2.64 0.81  -0.2293
O: 5.34 -1.66 -0.11  -0.0151
C: 5.53 -1.88 -1.44  -0.5051
C: 5.52 -3.29 -1.94  0.0055
O: 5.78 -0.94 -2.19  0.0688
H: 6.44 -4.07 0.58  0.0664
H: 5.55 -4.19 2.12  0.0830
H: 6.71 -2.87 1.83  0.0839
H: 4.02 -3.23 0.35  0.1141
H: 4.36 -2.08 1.63  0.1213
H: 6.53 -3.70 -1.88  0.0960
H: 5.20 -3.28 -2.99  0.0954
H: 4.82 -3.94 -1.41  0.0731



# 2
Entry from the OMol25 dataset: 5 unconnected molecules or ions with the total composition C48H80BBr2N2O9PS in a non-equilibrium geometry (ωB97M-V/def2-TZVPD).

Its total energy is -233337.376 eV. For the LUMO energy, the calculation gives -1.662 eV. The calculation puts the molar mass at 1062.83 g mol⁻¹. The calculation puts the HOMO-LUMO gap at 6.9073 eV.

Last column: Löwdin charge in e.
Atoms and positions in Å:
C: 7.46 1.09 -2.96  -0.1424
C: 7.24 -0.43 -2.29  -0.2471
C: 7.76 -1.63 -3.29  -0.2305
C: 6.55 -2.51 -3.99  -0.2095
C: 5.40 -1.56 -4.73  -0.2181
C: 4.28 -2.51 -5.45  -0.2246
C: 3.09 -1.72 -6.25  -0.2061
C: 2.59 -0.32 -5.55  -0.1718
C: 0.94 -0.16 -5.46  -0.0336
C: 0.13 -1.19 -4.43  -0.0294
C: 0.88 -2.38 -3.55  -0.1509
C: 0.79 -2.14 -1.91  -0.3527
C: 1.05 -0.53 -1.66  -0.1057
C: 2.07 -2.98 -1.27  -0.1131
C: -1.50 -1.06 -4.24  0.0191
C: -2.36 0.10 -5.08  0.0337
C: -1.60 1.14 -6.12  -0.0294
C: -2.48 2.28 -6.90  -0.2126
C: -2.80 1.96 -8.47  -0.4394
S: -3.78 3.39 -9.28  0.8400
C: -3.09 5.03 -8.58  -0.4341
N: -3.72 5.95 -7.53  -0.0367
N: -2.91 7.07 -7.22  -0.0244
C: -1.68 6.94 -8.10  -0.0450
O: -1.82 5.72 -8.92  -0.1415
C: 0.05 0.97 -6.27  0.0373
B: 0.78 2.06 -7.30  -0.3968
C: 1.58 3.41 -6.73  -0.0551
O: 0.70 1.92 -8.77  0.0074
C: -4.00 0.16 -4.76  -0.2031
O: -4.93 0.30 -5.72  -0.0591
C: -4.38 -0.05 -3.14  -0.0396
C: -3.51 -1.21 -2.31  -0.0061
C: -3.74 -1.51 -0.70  0.0480
C: -4.88 -0.58 0.06  -0.1394
C: -5.16 -0.77 1.67  -0.1272
C: -5.74 0.59 -0.77  -0.3350
P: -6.99 1.65 0.22  0.5167
O: -6.27 3.27 0.22  -0.4293
Br: -9.01 1.82 -0.81  0.2131
C: -5.51 0.87 -2.38  -0.4792
Br: -6.47 2.27 -3.46  0.6333
C: -2.36 -2.03 -3.19  -0.1858
O: -2.18 -3.36 -3.09  -0.0413
H: 7.85 1.03 -4.08  0.0683
H: 8.28 1.70 -2.36  0.0708
H: 6.48 1.74 -2.93  0.0726
H: 6.12 -0.53 -1.96  0.0961
H: 7.91 -0.43 -1.32  0.0973
H: 8.42 -1.13 -4.12  0.1002
H: 8.49 -2.32 -2.65  0.1142
H: 6.98 -3.31 -4.73  0.1097
H: 5.98 -3.03 -3.08  0.1185
H: 4.96 -0.88 -3.85  0.0936
H: 5.89 -0.77 -5.49  0.1302
H: 4.86 -3.15 -6.27  0.1217
H: 3.87 -3.31 -4.67  0.1084
H: 2.16 -2.42 -6.38  0.1164
H: 3.53 -1.46 -7.33  0.1215
H: 3.11 0.56 -6.15  0.1253
H: 2.97 -0.20 -4.43  0.1004
H: 0.32 -3.39 -3.85  0.1319
H: 2.02 -2.51 -3.80  0.0838
H: -0.23 -2.52 -1.46  0.1198
H: 0.03 0.04 -1.85  0.0900
H: 1.90 -0.16 -2.39  0.0764
H: 1.45 -0.34 -0.57  0.0822
H: 2.28 -3.94 -1.93  0.0822
H: 3.06 -2.33 -1.34  0.0829
H: 1.84 -3.24 -0.15  0.0816
H: -3.52 2.41 -6.35  0.1255
H: -1.91 3.31 -6.72  0.1243
H: -1.87 1.64 -9.12  0.0852
H: -3.55 1.03 -8.51  0.1071
H: -0.75 7.69 -8.11  0.1476
H: 2.64 3.41 -7.26  0.0857
H: 0.95 4.34 -7.14  0.0857
H: 1.63 3.37 -5.56  0.0798
H: 0.89 0.97 -9.05  0.1176
H: -3.10 -2.34 -0.19  0.1084
H: -4.27 -1.36 2.21  0.0889
H: -6.17 -1.31 1.91  0.0939
H: -5.17 0.31 2.20  0.0646
H: -5.50 3.30 0.88  0.0667
C: 11.99 2.11 0.94  -0.0839
C: 10.59 2.66 0.77  -0.2780
O: 9.59 1.65 0.65  -0.1778
C: 9.44 0.76 1.76  -0.2810
C: 9.04 1.47 3.04  -0.0833
H: 12.23 1.40 0.15  0.0829
H: 12.72 2.92 0.92  0.0778
H: 12.10 1.59 1.89  0.0659
H: 10.55 3.24 -0.16  0.1173
H: 10.33 3.35 1.58  0.1063
H: 10.36 0.18 1.90  0.1068
H: 8.66 0.05 1.48  0.1134
H: 9.83 2.13 3.40  0.0662
H: 8.83 0.74 3.83  0.0778
H: 8.14 2.08 2.88  0.0837
C: -0.91 -0.06 4.80  -0.0812
C: -2.31 0.49 4.63  -0.2754
O: -3.31 -0.53 4.51  -0.1928
C: -3.46 -1.41 5.62  -0.2664
C: -3.86 -0.70 6.90  -0.0673
H: -0.67 -0.77 4.01  0.0814
H: -0.18 0.75 4.78  0.0778
H: -0.80 -0.58 5.76  0.0653
H: -2.35 1.07 3.71  0.1158
H: -2.57 1.18 5.44  0.1090
H: -2.54 -2.00 5.76  0.1041
H: -4.24 -2.12 5.35  0.1186
H: -3.07 -0.04 7.26  0.0707
H: -4.07 -1.43 7.69  0.0732
H: -4.76 -0.09 6.74  0.0673
C: -7.87 2.89 4.24  -0.0746
C: -7.10 1.58 4.28  -0.2891
O: -6.85 1.11 5.60  -0.1765
C: -7.99 0.81 6.40  -0.2758
C: -8.87 -0.28 5.82  -0.0808
H: -7.38 3.65 4.86  0.0849
H: -7.94 3.27 3.22  0.0685
H: -8.89 2.77 4.62  0.0692
H: -6.12 1.74 3.82  0.1015
H: -7.60 0.81 3.69  0.0985
H: -8.57 1.72 6.59  0.1068
H: -7.62 0.48 7.37  0.1169
H: -9.34 0.03 4.88  0.0674
H: -9.67 -0.55 6.52  0.0776
H: -8.28 -1.18 5.60  0.0813
C: -1.84 -3.04 11.99  -0.0836
C: -2.77 -3.22 10.80  -0.2785
O: -2.13 -3.02 9.54  -0.1762
C: -1.05 -3.90 9.23  -0.2785
C: -1.46 -5.36 9.16  -0.0833
H: -1.34 -2.07 11.94  0.0833
H: -2.41 -3.09 12.93  0.0779
H: -1.07 -3.81 12.02  0.0659
H: -3.57 -2.48 10.86  0.1177
H: -3.26 -4.20 10.83  0.1064
H: -0.22 -3.76 9.94  0.1063
H: -0.67 -3.59 8.25  0.1157
H: -1.77 -5.74 10.14  0.0662
H: -0.63 -5.98 8.81  0.0778
H: -2.31 -5.49 8.48  0.0828



# 3
Entry from the OMol25 dataset: 16 unconnected molecules or ions with the total composition C48H80Cl16O24 in a non-equilibrium geometry (ωB97M-V/def2-TZVPD).

Its total energy is -300574.301 eV. For the LUMO energy, the calculation gives -0.091 eV. The calculation puts the molar mass at 1608.39 g mol⁻¹. The calculation puts the HOMO-LUMO gap at 9.9123 eV.

Last column: Löwdin charge in e.
Atoms and positions in Å:
C: -0.26 3.24 5.09  0.0035
C: -0.04 2.78 6.59  -0.2877
C: -1.09 2.03 7.26  -0.1052
O: -0.43 0.81 7.69  0.0625
C: 0.89 0.83 7.25  -0.5462
O: 1.74 0.02 7.61  0.1253
O: 1.11 1.93 6.62  0.0947
H: -1.09 3.93 4.94  0.0631
H: -0.64 2.36 4.57  0.0566
H: 0.63 3.64 4.61  0.0716
H: 0.20 3.61 7.26  0.1556
H: -1.94 1.87 6.60  0.1294
H: -1.49 2.54 8.13  0.1386
C: 1.86 -0.23 -0.17  -0.0452
C: 0.68 -0.36 0.74  -0.3743
C: 0.01 0.93 1.01  -0.1238
O: -1.37 0.58 0.85  -0.0160
C: -1.53 -0.66 0.30  -0.5119
O: -2.58 -1.23 0.02  0.0857
O: -0.30 -1.18 0.16  0.0733
H: 1.49 -0.02 -1.17  0.0808
H: 2.37 -1.19 -0.28  0.0351
H: 2.64 0.41 0.24  0.0322
H: 1.00 -0.78 1.69  0.0817
H: 0.31 1.72 0.32  0.0959
H: 0.23 1.16 2.05  0.1276
C: 4.50 2.30 -5.21  -0.0014
C: 2.98 2.11 -4.97  -0.3381
C: 2.43 2.75 -3.66  -0.0900
O: 1.49 3.59 -4.30  0.0533
C: 1.48 3.56 -5.64  -0.5730
O: 0.79 4.21 -6.38  0.1506
O: 2.26 2.58 -6.02  0.1089
H: 4.78 1.89 -6.18  0.0793
H: 5.10 1.73 -4.50  0.0566
H: 4.91 3.31 -5.22  0.0900
H: 2.89 1.03 -4.87  0.1169
H: 3.17 3.28 -3.06  0.0987
H: 1.99 1.93 -3.10  0.0921
C: -2.67 6.40 -4.15  -0.0064
C: -1.40 5.81 -3.47  -0.3043
C: -0.96 6.54 -2.22  -0.0935
O: -0.76 5.52 -1.25  0.0385
C: -1.17 4.33 -1.71  -0.5129
O: -1.02 3.22 -1.18  0.0566
O: -1.66 4.49 -2.98  0.0631
H: -2.48 7.44 -4.40  0.0860
H: -3.53 6.45 -3.50  0.0839
H: -2.92 5.79 -5.02  0.0876
H: -0.54 5.85 -4.15  0.1427
H: -1.82 7.13 -1.91  0.1331
H: -0.09 7.12 -2.51  0.1429
C: -6.87 -3.33 1.24  0.0127
C: -6.60 -2.00 0.56  -0.3571
C: -5.90 -1.98 -0.78  -0.1329
O: -6.84 -1.65 -1.76  0.0693
C: -7.99 -1.27 -1.16  -0.4915
O: -9.05 -0.84 -1.61  0.1217
O: -7.87 -1.55 0.18  0.0491
H: -7.68 -3.23 1.96  0.1043
H: -5.92 -3.61 1.71  0.0499
H: -7.09 -4.02 0.43  0.1031
H: -6.21 -1.23 1.23  0.0990
H: -5.57 -2.99 -1.03  0.1344
H: -5.07 -1.28 -0.76  0.0855
C: -1.90 -0.96 4.09  -0.0067
C: -3.29 -1.30 4.72  -0.2974
C: -4.39 -0.83 3.77  -0.1034
O: -5.19 -1.96 3.73  0.0840
C: -4.60 -3.01 4.22  -0.5810
O: -5.05 -4.13 4.11  0.1619
O: -3.40 -2.67 4.67  0.1091
H: -1.11 -1.42 4.69  0.0436
H: -1.70 0.10 4.29  0.0689
H: -1.83 -1.26 3.05  0.0782
H: -3.39 -0.89 5.73  0.1558
H: -4.05 -0.47 2.80  0.1106
H: -4.94 -0.05 4.31  0.1409
C: -0.95 -4.71 0.89  -0.0215
C: -2.36 -4.69 1.53  -0.3335
C: -3.51 -4.29 0.66  -0.1215
O: -4.42 -5.34 0.84  0.0719
C: -3.96 -6.29 1.65  -0.5242
O: -4.52 -7.33 1.93  0.1434
O: -2.71 -5.92 2.05  0.1029
H: -1.06 -5.29 -0.03  0.0232
H: -0.17 -5.14 1.52  0.0826
H: -0.73 -3.67 0.64  0.0604
H: -2.33 -3.96 2.34  0.1377
H: -3.18 -4.21 -0.37  0.0920
H: -3.92 -3.30 0.87  0.1083
C: 2.05 -0.49 -7.06  0.0055
C: 2.28 -1.68 -6.07  -0.2797
C: 3.62 -2.41 -6.27  -0.0834
O: 4.15 -2.40 -4.97  0.0271
C: 3.43 -1.58 -4.13  -0.5427
O: 3.66 -1.31 -2.98  0.1001
O: 2.33 -1.15 -4.77  0.0281
H: 3.00 -0.04 -7.38  0.0818
H: 1.35 0.24 -6.67  0.0803
H: 1.65 -0.83 -8.02  0.0853
H: 1.47 -2.41 -6.00  0.1467
H: 4.26 -1.94 -7.02  0.1325
H: 3.42 -3.45 -6.54  0.1366
Cl: 4.15 -5.63 3.48  0.5795
C: 2.97 -4.52 4.19  -0.6689
C: 2.55 -3.44 3.24  -0.7349
Cl: 1.29 -2.40 3.78  0.6806
H: 3.31 -4.13 5.15  0.0713
H: 2.13 -5.17 4.42  0.0678
H: 2.17 -3.92 2.34  0.0577
H: 3.44 -2.86 3.05  0.0150
Cl: 7.84 2.09 -1.89  0.5592
C: 6.87 0.60 -2.05  -0.6730
C: 5.84 0.54 -0.97  -0.6541
Cl: 4.59 1.74 -1.28  0.6298
H: 7.49 -0.30 -2.07  0.0742
H: 6.47 0.58 -3.06  0.0481
H: 6.31 0.76 -0.01  0.0749
H: 5.25 -0.38 -0.97  0.0153
Cl: 0.65 -5.59 -1.95  0.5763
C: 1.16 -3.89 -2.25  -0.5877
C: 0.07 -3.27 -3.14  -0.6542
Cl: -1.55 -3.42 -2.45  0.6292
H: 2.14 -3.94 -2.72  0.0329
H: 1.23 -3.28 -1.35  0.0652
H: 0.01 -3.76 -4.11  0.0641
H: 0.26 -2.20 -3.22  0.0393
Cl: -2.63 3.01 2.05  0.5467
C: -3.74 3.60 0.71  -0.5268
C: -4.19 2.38 -0.19  -0.6180
Cl: -5.27 1.22 0.59  0.6513
H: -3.16 4.33 0.14  0.0464
H: -4.59 4.11 1.16  0.0664
H: -3.34 1.79 -0.52  0.0396
H: -4.79 2.70 -1.05  0.0690
Cl: -0.70 0.77 -3.35  0.5939
C: -2.34 1.03 -4.08  -0.5838
C: -3.18 -0.21 -3.60  -0.6505
Cl: -4.72 -0.02 -4.48  0.5736
H: -2.13 1.08 -5.15  0.0652
H: -2.74 1.97 -3.69  0.0544
H: -3.34 -0.34 -2.53  0.0515
H: -2.65 -1.06 -4.02  0.0332
Cl: -0.79 6.44 3.05  0.5182
C: 0.67 6.97 2.12  -0.5779
C: 1.65 5.76 2.03  -0.6703
Cl: 1.02 4.36 1.19  0.6240
H: 1.10 7.81 2.66  0.0683
H: 0.34 7.30 1.13  0.0592
H: 1.97 5.38 3.00  0.0508
H: 2.62 6.00 1.59  0.0684
Cl: 4.88 -1.18 5.91  0.5696
C: 4.45 0.50 5.55  -0.6415
C: 3.25 0.49 4.62  -0.6148
Cl: 3.64 0.00 2.89  0.5576
H: 5.38 1.03 5.36  0.0724
H: 4.13 1.00 6.46  0.0669
H: 2.75 1.46 4.64  0.0611
H: 2.49 -0.19 5.01  0.0157
Cl: 5.05 -4.19 -2.45  0.5817
C: 6.36 -3.97 -1.24  -0.6245
C: 5.84 -4.02 0.23  -0.5650
Cl: 4.52 -2.80 0.28  0.5811
H: 6.76 -2.98 -1.46  0.0465
H: 7.18 -4.65 -1.44  0.0731
H: 6.66 -3.74 0.89  0.0793
H: 5.46 -5.02 0.44  0.0646